Entry from the Open Molecules 2025 dataset: 8 unconnected molecules or ions with the total composition C38H86N6O9 in a non-equilibrium geometry (the ωB97M-V functional and the def2-TZVPD basis).

The calculation puts the orbital gap at 7.70 eV. As for the lowest unoccupied orbital energy: -9.04 eV. The charge is +4. Its spin multiplicity is 1.

Atoms and positions in Å:
C  -27.41974  4.02228  -12.23009
C  -26.89609  5.02408  -11.18240
C  -26.34348  6.37564  -11.82888
N  -26.00502  7.50922  -10.74981
C  -24.87355  8.39834  -11.34879
C  -25.35193  9.18702  -12.52667
C  -26.60890  10.03507  -12.18957
C  -27.71590  9.27706  -11.47939
C  -27.28365  8.30614  -10.37084
C  -25.43587  6.93826  -9.44439
H  -26.63784  3.93315  -12.98426
H  -28.35395  4.21544  -12.75740
H  -27.50684  2.98284  -11.91374
H  -26.20411  4.42921  -10.58627
H  -27.62285  5.21960  -10.39391
H  -26.98062  6.81420  -12.59687
H  -25.45224  6.15841  -12.41760
H  -24.05329  7.77707  -11.70837
H  -24.71354  9.15101  -10.57679
H  -25.54284  8.54768  -13.38860
H  -24.49055  9.82306  -12.73053
H  -27.08162  10.62367  -12.97583
H  -26.30326  10.73792  -11.41453
H  -28.38601  8.68757  -12.10512
H  -28.39671  9.97021  -10.98529
H  -28.08838  7.58466  -10.22952
H  -26.97049  8.85207  -9.48090
H  -24.49995  6.40007  -9.59438
H  -26.07209  6.16196  -9.01932
H  -25.33498  7.71238  -8.68368
C  -21.58107  10.31027  -0.96488
C  -22.83017  10.60427  -1.82952
C  -23.01298  9.52939  -2.85530
N  -24.23654  9.70360  -3.73170
C  -24.15971  10.95924  -4.67648
C  -25.24261  11.08968  -5.72200
C  -25.27271  9.79138  -6.50314
C  -25.49054  8.54772  -5.66762
C  -24.36418  8.42348  -4.55710
C  -25.53775  9.84024  -2.91874
H  -21.73656  9.39720  -0.39021
H  -21.38016  11.03274  -0.17383
H  -20.63231  10.16881  -1.48252
H  -22.84914  11.61727  -2.23144
H  -23.65718  10.56888  -1.12036
H  -23.02508  8.53342  -2.41258
H  -22.17715  9.41398  -3.54534
H  -23.17564  10.96214  -5.14521
H  -24.25596  11.81340  -4.00622
H  -24.95337  11.95111  -6.32399
H  -26.07902  11.41109  -5.10134
H  -24.25072  9.74591  -6.87942
H  -25.94064  9.91127  -7.35613
H  -25.54430  7.70471  -6.35647
H  -26.49748  8.49890  -5.25316
H  -23.46522  8.15301  -5.11101
H  -24.55466  7.60883  -3.85842
H  -25.57629  8.93793  -2.30843
H  -26.45052  9.98469  -3.49676
H  -25.44682  10.71776  -2.27859
C  -11.67825  9.36761  -6.50132
C  -13.12530  9.02455  -5.82386
C  -14.25397  9.16956  -6.89374
N  -15.75802  9.02619  -6.51156
C  -16.10433  10.11435  -5.47171
C  -17.62831  10.14358  -5.19545
C  -18.47006  10.33411  -6.51792
C  -18.12069  9.20240  -7.57251
C  -16.59230  9.11685  -7.78406
C  -15.91702  7.64707  -5.91726
H  -11.69560  9.08780  -7.55465
H  -10.80160  8.93046  -6.02332
H  -11.40812  10.42324  -6.52929
H  -13.41588  9.50673  -4.89049
H  -13.00760  7.98022  -5.53467
H  -14.17086  8.43500  -7.69474
H  -14.27066  10.22985  -7.14594
H  -15.91807  11.07008  -5.96158
H  -15.46722  10.07050  -4.58838
H  -17.76830  11.04804  -4.60347
H  -17.83339  9.29331  -4.54501
H  -18.11689  11.27990  -6.92885
H  -19.53442  10.36776  -6.28532
H  -18.51154  9.40341  -8.56998
H  -18.58812  8.29129  -7.19905
H  -16.26480  9.99793  -8.33592
H  -16.30544  8.26893  -8.40602
H  -16.98722  7.53253  -5.74503
H  -15.46472  7.46726  -4.94197
H  -15.54710  6.88589  -6.60420
C  -19.35754  8.75457  -13.72982
C  -20.36519  8.21801  -12.72417
O  -21.45670  7.71186  -12.95717
N  -20.07869  8.55309  -11.24578
H  -19.24495  9.11999  -11.18579
H  -20.81244  9.12965  -10.85939
C  -19.82713  7.30099  -10.43662
H  -18.48084  8.12289  -13.58674
H  -19.11108  9.81048  -13.61836
H  -19.86342  8.54549  -14.67241
H  -18.82330  7.01765  -10.75305
H  -20.60746  6.56869  -10.64383
H  -19.69708  7.45326  -9.36517
C  -24.77913  4.61513  -4.90780
C  -24.50076  4.76136  -6.37498
O  -25.35833  4.46640  -7.23853
N  -23.16947  5.41757  -6.81022
H  -23.39696  6.29286  -7.25991
H  -22.57581  5.66322  -6.03091
C  -22.30198  4.61273  -7.72955
H  -23.83213  4.47527  -4.38651
H  -25.46040  3.80279  -4.65470
H  -25.19231  5.54170  -4.50924
H  -21.80499  3.97519  -6.99836
H  -21.61072  5.30083  -8.21615
H  -22.85023  4.09163  -8.51439
C  -24.46587  12.31493  -10.11146
C  -23.36722  13.26105  -9.60091
O  -23.28581  14.39712  -10.08419
N  -22.42346  12.64240  -8.59129
H  -22.51504  13.03256  -7.66421
H  -22.63753  11.66957  -8.42433
C  -20.97886  12.72464  -9.08963
H  -24.02873  11.59528  -10.80365
H  -25.26205  12.82361  -10.65501
H  -25.00046  11.77918  -9.32707
H  -20.91038  12.12170  -9.99510
H  -20.43457  12.08288  -8.39681
H  -20.57862  13.72207  -9.27139
O  -21.77119  9.85499  -7.28357
C  -22.18471  9.14609  -8.30559
O  -22.57503  8.02026  -8.10652
O  -22.13617  9.61922  -9.43788
H  -21.79839  9.09040  -6.70367
O  -21.07789  7.53926  -5.05099
C  -20.59398  6.38326  -4.61594
O  -19.43294  6.50248  -4.24649
O  -21.25670  5.35123  -4.65399
H  -20.16483  7.75382  -4.84635

***

Entry from the Open Molecules 2025 dataset: a molecular structure, C38H92N6O18Sr in a non-equilibrium geometry (the ωB97M-V functional and the def2-TZVPD basis).

The calculation puts the orbital gap at 7.56 eV. As for the lowest unoccupied orbital energy: -0.38 eV. As for the energy relative to the best compared isomer or geometry (same formula, charge and spin): 25.0 kJ/mol. Its spin multiplicity is 1.

Atoms and positions in Å:
Sr  15.31494  -0.11189  -12.42782
O  18.29106  -2.59284  -13.29673
C  18.19790  -2.27878  -11.97083
O  19.13145  -2.55971  -11.23104
O  17.09812  -1.72766  -11.57327
H  17.57616  -2.08178  -13.71417
O  14.86563  -1.15296  -16.49218
C  15.41521  -0.73345  -15.31941
O  16.05613  -1.56820  -14.64295
O  15.30494  0.46451  -14.96577
H  15.25231  -2.04504  -16.52888
C  13.73976  -2.91871  -19.01575
O  12.88713  -3.50733  -19.98206
C  13.51339  -3.66422  -21.24442
C  12.50017  -3.56915  -22.38202
N  11.77449  -2.30298  -22.35462
C  12.49870  -1.21146  -23.02110
C  11.75785  0.11426  -22.96799
O  11.88847  0.87300  -21.77745
C  11.45223  0.25483  -20.57867
H  14.80375  -3.15382  -19.09280
H  13.35049  -3.28990  -18.06244
H  13.58556  -1.83354  -18.98825
H  14.00752  -4.64791  -21.27934
H  14.33521  -2.94504  -21.33455
H  11.77470  -4.36451  -22.18892
H  13.06003  -3.77823  -23.29227
H  11.60127  -2.08911  -21.38315
H  12.64505  -1.51287  -24.05815
H  13.48373  -1.06307  -22.55132
H  10.68966  0.01263  -23.19690
H  12.16027  0.74724  -23.76278
H  11.29382  1.02382  -19.82838
H  12.24425  -0.41964  -20.22332
H  10.55785  -0.34930  -20.75924
C  12.17500  2.75347  -17.75421
O  11.52888  1.62150  -17.23454
C  12.40648  0.84166  -16.43124
C  11.67260  -0.39886  -15.93566
N  10.68410  0.01750  -14.94822
C  9.86067  -1.11713  -14.54646
C  8.55010  -0.73146  -13.90844
O  7.90295  0.10674  -14.84184
C  6.91964  0.96302  -14.32788
H  11.48217  3.56654  -17.97781
H  12.66633  2.50846  -18.70445
H  12.92822  3.17480  -17.07861
H  12.70449  1.44934  -15.56873
H  13.29084  0.56266  -17.00726
H  12.43199  -1.04833  -15.49198
H  11.27603  -0.84429  -16.85778
H  10.05733  0.69348  -15.37432
H  10.41772  -1.85329  -13.95462
H  9.59984  -1.74887  -15.41372
H  8.67906  -0.22942  -12.93644
H  7.92421  -1.59801  -13.66509
H  6.01545  0.40005  -14.05081
H  6.61972  1.66894  -15.09743
H  7.23052  1.48649  -13.41710
C  21.86625  3.29496  -14.77792
O  20.52855  2.92018  -14.97745
C  20.36792  1.90956  -15.95872
C  19.05176  1.18953  -15.76171
N  17.89757  1.86086  -16.40168
C  17.60251  3.16580  -15.83356
C  16.42119  3.80089  -16.53964
O  15.99540  4.92404  -15.78266
C  15.05932  5.70779  -16.47758
H  21.91909  4.01063  -13.96136
H  22.25800  3.77384  -15.68874
H  22.52994  2.44943  -14.56331
H  21.21270  1.21363  -15.98471
H  20.37010  2.38293  -16.95216
H  18.82633  1.02002  -14.70708
H  19.12602  0.27889  -16.36126
H  17.11304  1.25491  -16.16996
H  18.47861  3.80261  -15.96376
H  17.44923  3.12678  -14.74261
H  15.59780  3.07719  -16.63643
H  16.72882  4.14327  -17.53350
H  14.92990  6.64212  -15.93502
H  14.08811  5.19849  -16.55202
H  15.38223  5.93221  -17.50059
C  17.05607  -3.48217  -21.56511
O  17.45425  -3.40018  -20.21413
C  18.02592  -2.15463  -19.88717
C  18.04426  -1.98013  -18.38186
N  18.89787  -3.01348  -17.77408
C  18.58394  -3.26804  -16.36056
C  17.39176  -4.18067  -16.13002
O  17.53477  -5.41336  -16.81555
C  18.46745  -6.30219  -16.23800
H  17.91514  -3.63894  -22.22696
H  16.48530  -2.59139  -21.83971
H  16.44708  -4.37815  -21.69259
H  17.42598  -1.34477  -20.31510
H  19.06099  -2.07074  -20.22785
H  17.00451  -1.96857  -18.01715
H  18.47635  -0.99598  -18.17475
H  18.61812  -3.86202  -18.26640
H  18.45959  -2.33068  -15.81445
H  19.48004  -3.69219  -15.90149
H  16.43457  -3.81989  -16.52215
H  17.23919  -4.26121  -15.04630
H  18.42156  -7.21154  -16.83280
H  18.22353  -6.50812  -15.18960
H  19.49436  -5.92153  -16.24839
C  20.37599  -2.12034  -22.79548
O  19.38509  -1.13495  -22.60974
C  18.67304  -0.83765  -23.78560
C  17.82993  0.41170  -23.61234
N  16.73613  0.18353  -22.67938
C  15.78754  1.30386  -22.60980
C  15.12680  1.25427  -21.22920
O  16.13969  1.16602  -20.25350
C  15.59138  0.96651  -18.97118
H  20.82225  -2.34189  -21.82898
H  21.09494  -1.78607  -23.54825
H  19.94226  -3.07038  -23.14032
H  17.97856  -1.66279  -24.00533
H  19.30490  -0.73778  -24.67828
H  17.48010  0.62576  -24.62864
H  18.43807  1.27180  -23.29770
H  17.19130  0.09714  -21.77800
H  15.04802  1.14650  -23.39460
H  16.32371  2.25400  -22.73623
H  14.49091  0.36393  -21.23230
H  14.56433  2.18320  -21.09154
H  14.85949  1.74682  -18.73791
H  16.37631  0.88879  -18.22524
H  15.05778  0.00372  -18.93408
C  14.66856  3.33025  -13.52554
O  14.12851  2.23197  -12.78379
C  12.71430  2.27858  -12.64881
C  12.33869  1.06694  -11.81262
N  12.67039  -0.15143  -12.56746
C  12.25217  -1.27370  -11.71388
C  12.83981  -2.58946  -12.20365
O  14.23304  -2.44513  -12.42132
C  14.77740  -3.67725  -12.88263
H  15.74570  3.38512  -13.40674
H  14.17682  4.24590  -13.19070
H  14.47234  3.17507  -14.58952
H  12.18554  2.25153  -13.60524
H  12.47038  3.20403  -12.11592
H  11.27545  1.16306  -11.56138
H  12.93069  1.06164  -10.89313
H  12.11071  -0.13898  -13.42491
H  11.16777  -1.43005  -11.78752
H  12.50863  -1.12889  -10.66360
H  12.37335  -2.84899  -13.16522
H  12.61954  -3.40804  -11.51214
H  15.85013  -3.57827  -13.00306
H  14.28062  -3.99786  -13.80309
H  14.60274  -4.46629  -12.14162